Record 1
The following is a DFT calculation (ωB97M-V/def2-TZVPD) of a cluster of 2 separate species, C2H4Cl4 in total at a distorted geometry.

The spin multiplicity is 2. For the max |F|, the calculation gives 1.72 eV/Å. The expectation value of S² is 0.75. As for the charge: -1. The value obtained for the relative energy (zero: lowest compared OMol25 entry of this formula, charge and spin) is 0.0000 eV. The calculation puts the HOMO energy (spin up / spin down) at 0.02349 / -0.26231 Ha.

Positions of all 10 atoms, in Å:
C: 8.364 14.594 12.952
Cl: 7.704 16.282 12.959
Cl: 7.113 13.450 12.433
H: 9.188 14.507 12.244
H: 8.655 14.389 13.982
C: 11.009 11.428 14.122
Cl: 10.944 11.598 15.930
Cl: 12.573 11.152 13.481
H: 10.491 10.494 13.905
H: 10.575 12.326 13.683

Record 2
The following is a DFT calculation (ωB97M-V/def2-TZVPD) of a structure of composition C9H11BBrFLaNO4S at a distorted geometry.

The spin multiplicity is 1. For the max |F|, the calculation gives 3.00 eV/Å. As for the charge: +2. The calculation puts the HOMO energy at -0.50944 Ha.

Positions of all 30 atoms, in Å:
O: 0.380 -2.320 1.438
C: 0.631 -1.931 0.324
C: -0.548 -1.719 -0.666
C: -1.903 -1.432 0.069
B: -2.231 0.117 0.420
O: -3.604 0.116 0.899
Br: -1.112 0.873 1.894
S: -2.166 1.271 -1.102
O: -0.842 1.429 -1.641
O: -2.699 2.512 -0.670
F: -3.199 0.659 -2.172
N: 1.990 -1.648 -0.098
C: 2.171 -0.210 0.045
C: 2.217 0.609 -1.067
C: 2.355 1.955 -0.847
C: 2.447 2.468 0.444
C: 2.437 1.618 1.532
C: 2.299 0.266 1.359
H: -0.636 -2.726 -1.186
H: -0.322 -1.007 -1.470
H: -2.737 -1.758 -0.659
H: -2.030 -2.046 1.024
H: -3.632 0.544 1.762
H: 2.003 -1.796 -1.112
H: 2.120 0.216 -2.076
H: 2.357 2.606 -1.716
H: 2.526 3.543 0.578
H: 2.510 1.995 2.548
H: 2.282 -0.393 2.220
La: -3.065 -3.808 -0.073

Record 3
The following is a DFT calculation (ωB97M-V/def2-TZVPD) of the ion C5H11N2 with charge +1 at a distorted geometry.

The spin multiplicity is 1. For the max |F|, the calculation gives 4.20 eV/Å. As for the charge: +1. The value obtained for the relative energy (zero: lowest compared OMol25 entry of this formula, charge and spin) is 4.0277 eV. The structure (SMILES) is C[NH+](C)[C@@H]1[C@H]2CN21. The calculation puts the HOMO energy at -0.52759 Ha.

Positions of all 18 atoms, in Å:
C: 2.725 -0.228 0.250
C: 1.625 0.845 0.078
C: 0.526 -0.278 0.174
C: -1.696 -1.200 0.375
C: -1.473 1.182 -0.326
N: 1.610 -0.364 -0.783
N: -0.863 -0.149 -0.437
H: 3.689 -0.094 -0.170
H: 2.678 -0.731 1.144
H: 1.809 1.839 -0.272
H: 0.563 -0.710 1.137
H: -1.764 -0.861 1.393
H: -2.598 -1.328 -0.173
H: -1.205 -2.156 0.326
H: -1.924 1.466 -1.278
H: -2.244 1.274 0.324
H: -0.634 1.855 -0.254
H: -0.823 -0.362 -1.508

Record 4
The following is a DFT calculation (ωB97M-V/def2-TZVPD) of a structure of composition C28H79F4N9O16PbS4 at a distorted geometry.

The spin multiplicity is 2. For the max |F|, the calculation gives 10.36 eV/Å. The expectation value of S² is 0.76. As for the charge: -1. The calculation puts the HOMO energy (spin up / spin down) at -0.10024 / -0.25163 Ha.

Positions of all 141 atoms, in Å:
Pb: -11.349 -16.745 5.216
N: -11.950 -14.656 6.241
S: -11.546 -13.209 6.329
O: -10.969 -12.704 7.574
O: -12.236 -12.279 5.493
F: -10.199 -13.451 5.461
S: -13.028 -14.531 7.450
O: -14.026 -13.449 7.584
O: -12.547 -15.126 8.651
F: -13.950 -15.709 6.893
N: -9.231 -16.904 4.327
S: -7.684 -16.677 5.133
O: -6.579 -16.112 4.352
O: -7.359 -17.696 6.094
F: -8.137 -15.395 6.020
S: -8.525 -17.564 3.188
O: -7.691 -18.785 3.318
O: -8.262 -16.725 2.052
F: -9.883 -18.222 2.620
O: -11.214 -19.488 5.257
H: -11.430 -19.901 4.421
H: -10.711 -20.150 5.730
C: -9.948 -19.851 10.381
C: -9.457 -20.353 9.071
C: -10.608 -20.836 8.209
O: -10.078 -21.037 6.922
C: -9.446 -22.268 6.755
N: -8.858 -19.147 8.458
H: -10.258 -20.673 11.026
H: -10.752 -19.127 10.250
H: -9.200 -19.291 10.942
H: -8.828 -21.243 9.077
H: -11.454 -20.151 8.158
H: -11.087 -21.679 8.709
H: -10.052 -23.111 7.086
H: -8.529 -22.372 7.334
H: -9.317 -22.334 5.674
H: -7.857 -19.209 8.573
H: -8.921 -19.182 7.450
C: -12.301 -16.222 1.020
C: -12.092 -14.914 1.822
C: -13.342 -14.261 2.458
O: -14.355 -13.907 1.520
C: -15.349 -13.097 2.257
N: -11.136 -15.160 2.859
H: -13.220 -16.026 0.466
H: -12.358 -17.174 1.548
H: -11.469 -16.278 0.318
H: -11.627 -14.235 1.108
H: -13.001 -13.400 3.032
H: -13.694 -15.031 3.146
H: -16.060 -13.026 1.433
H: -14.836 -12.197 2.597
H: -15.958 -13.552 3.037
H: -10.914 -14.323 3.378
H: -10.254 -15.445 2.458
C: -5.138 -15.511 1.623
C: -4.489 -14.676 0.533
C: -3.817 -13.358 1.075
O: -4.758 -12.670 1.866
C: -4.264 -11.334 2.147
N: -3.457 -15.531 -0.008
H: -4.464 -15.483 2.479
H: -5.316 -16.541 1.313
H: -6.139 -15.133 1.830
H: -5.249 -14.261 -0.130
H: -3.453 -12.800 0.213
H: -2.902 -13.490 1.653
H: -4.986 -10.944 2.864
H: -4.210 -10.536 1.406
H: -3.313 -11.459 2.664
H: -4.149 -16.051 -0.529
H: -2.927 -14.916 -0.608
C: -6.489 -12.924 9.529
C: -6.383 -11.897 8.389
C: -5.146 -12.114 7.477
O: -5.207 -13.266 6.640
C: -5.847 -12.880 5.470
N: -7.689 -11.671 7.806
H: -5.576 -13.045 10.113
H: -6.551 -13.852 8.962
H: -7.362 -12.699 10.141
H: -6.325 -10.984 8.982
H: -4.257 -12.366 8.056
H: -4.922 -11.141 7.038
H: -5.262 -12.106 4.974
H: -6.863 -12.509 5.606
H: -5.890 -13.778 4.854
H: -7.882 -12.509 7.277
H: -8.438 -11.649 8.484
C: -5.219 -22.529 5.202
C: -4.600 -21.144 5.433
C: -4.552 -20.240 4.203
O: -3.966 -18.979 4.612
C: -4.286 -17.978 3.707
N: -5.424 -20.515 6.487
H: -6.296 -22.579 5.039
H: -4.960 -23.160 6.051
H: -4.768 -22.895 4.279
H: -3.574 -21.263 5.782
H: -5.538 -20.168 3.743
H: -3.896 -20.736 3.487
H: -3.836 -18.060 2.718
H: -3.896 -17.026 4.067
H: -5.335 -17.937 3.412
H: -6.171 -20.017 6.025
H: -4.851 -19.740 6.789
C: -7.337 -23.644 2.095
C: -7.494 -22.087 2.152
C: -8.018 -21.497 0.844
O: -9.408 -21.906 0.647
C: -10.275 -21.177 -0.205
N: -8.300 -21.662 3.212
H: -6.923 -24.048 3.019
H: -6.792 -24.058 1.247
H: -8.327 -24.098 2.111
H: -6.491 -21.685 2.293
H: -7.413 -22.011 0.096
H: -7.724 -20.448 0.854
H: -10.096 -21.356 -1.265
H: -10.160 -20.138 0.103
H: -11.323 -21.284 0.074
H: -9.288 -21.674 3.003
H: -8.060 -20.683 3.269
C: -11.806 -17.936 -2.985
C: -11.810 -16.369 -3.146
C: -10.404 -15.703 -3.114
O: -9.528 -16.330 -2.180
C: -8.857 -15.436 -1.346
N: -12.557 -16.146 -4.397
H: -12.792 -18.286 -3.293
H: -11.797 -18.041 -1.900
H: -11.094 -18.555 -3.531
H: -12.329 -15.968 -2.276
H: -10.423 -14.618 -3.013
H: -9.909 -15.894 -4.066
H: -8.270 -16.045 -0.658
H: -9.392 -14.779 -0.659
H: -8.149 -14.903 -1.980
H: -13.499 -16.491 -4.286
H: -12.749 -15.156 -4.344